1.
Here is C38H34N6O2PtS2 as an isolated structure from OMol25. Energies are from ωB97M-V with the def2-TZVPD basis set.

Properties
LUMO level (alpha / beta) = 0.1 / -1.5 eV
relative energy (zero: lowest compared OMol25 entry of this formula, charge and spin) = 0.000 eV
<S²> = 2.044
electronic energy = -77912.816 eV
gap between HOMO and LUMO (alpha / beta) = 5.11 / 5.96 eV

Geometry as ORCA input:
```
! RIJCOSX wB97M-V def2-TZVPD def2/J DEFGRID3
* xyz 0 3
Pt -1.112 -0.985 -0.935
S -3.403 -0.947 -0.854
S -0.492 -1.891 1.812
O 7.978 8.097 -0.336
O -1.040 -3.009 -1.072
N -0.931 1.004 -0.781
N 0.919 -0.849 -1.041
N 2.702 4.363 -0.558
N -5.268 -2.746 -0.472
N 4.260 2.803 -0.754
N -3.239 -3.708 -0.669
C -1.942 -3.865 -0.858
C -5.827 -4.102 -0.352
C -1.922 -7.648 -0.662
C 1.812 -1.838 -1.144
C 7.617 9.457 -0.157
C -6.758 -1.214 -1.766
C -1.654 -0.249 5.863
C -6.003 -4.812 -1.689
C 4.671 6.499 -0.376
C 3.993 4.138 -0.616
C 1.364 0.451 -0.912
C 2.758 0.742 -0.916
C 0.347 -6.876 -0.835
C -1.903 1.924 -0.671
C 3.056 2.142 -0.784
C 3.651 -0.295 -1.034
C 3.169 -1.616 -1.148
C 6.972 7.188 -0.396
C 5.622 7.508 -0.302
C -1.649 3.268 -0.557
C -0.318 3.728 -0.548
C -1.466 -5.286 -0.814
C -0.940 -1.253 3.355
C -0.199 -0.217 3.947
C 2.111 3.127 -0.663
C -2.371 -6.338 -0.702
C -0.106 -5.566 -0.879
C -2.059 -1.762 4.039
C 0.387 1.433 -0.782
C -6.203 -1.626 -0.407
C 0.700 2.816 -0.659
C 5.039 5.170 -0.542
C 6.399 4.868 -0.636
C -0.561 -7.921 -0.729
C -2.403 -1.270 5.286
C -3.947 -2.577 -0.677
C 7.355 5.860 -0.564
C -0.556 0.278 5.189
H -2.918 1.554 -0.664
H 6.732 3.845 -0.768
H -0.082 4.780 -0.453
H 5.297 8.529 -0.173
H -6.416 -5.810 -1.528
H 3.846 -2.453 -1.237
H -7.406 -0.342 -1.650
H -0.211 -8.945 -0.695
H -3.428 -6.113 -0.649
H 7.078 9.606 0.781
H -7.346 -2.015 -2.214
H -5.041 -4.913 -2.192
H 1.409 -7.082 -0.884
H 8.411 5.633 -0.635
H -1.927 0.138 6.837
H -2.633 -8.460 -0.579
H 0.021 1.078 5.637
H 4.719 -0.107 -1.037
H 0.652 0.186 3.413
H 8.546 10.017 -0.129
H -6.683 -4.265 -2.343
H -7.015 -1.929 0.252
H -2.479 3.954 -0.469
H 7.004 9.818 -0.987
H 5.169 2.382 -0.821
H 0.597 -4.751 -0.957
H -3.262 -1.675 5.808
H -5.179 -4.685 0.296
H 3.616 6.733 -0.305
H 1.400 -2.833 -1.231
H -5.948 -0.951 -2.446
H -6.790 -3.996 0.145
H -2.640 -2.546 3.570
H -5.704 -0.782 0.064
*
```

Atom charges from the Löwdin analysis, given in e for atoms 1 to 4: number 1, Pt, carries 0.90; number 2, S, carries 0.69; number 3, S, carries 0.76; number 4, O, carries -0.08

2.
Here is a 2-piece molecular cluster, C5H15N2O overall in a non-equilibrium geometry from OMol25. Energies are from ωB97M-V with the def2-TZVPD basis set.

Properties
LUMO level (alpha / beta) = -7.5 / -11.4 eV
relative energy (zero: lowest compared OMol25 entry of this formula, charge and spin) = 1.565 eV
<S²> = 0.754
electronic energy = -10437.004 eV
gap between HOMO and LUMO (alpha / beta) = 9.69 / 5.77 eV

Geometry as ORCA input:
```
! RIJCOSX wB97M-V def2-TZVPD def2/J DEFGRID3
* xyz 2 2
O 1.252 -1.340 1.026
N 1.003 3.044 -0.052
N -1.280 0.579 -1.659
C -1.056 -1.280 1.395
C 0.068 -3.336 0.407
C 0.246 2.368 -1.189
C 0.075 -1.932 0.925
C -0.615 1.267 -0.566
H 0.673 -3.986 1.043
H 0.093 0.646 0.003
H 1.845 -1.806 0.403
H -0.654 -0.032 -2.170
H 0.316 3.347 0.644
H 0.382 -3.336 -0.642
H 0.983 1.914 -1.849
H -2.025 -1.726 1.208
H -1.308 1.739 0.142
H 1.638 3.806 -0.298
H -1.086 -0.314 1.886
H -0.330 3.132 -1.706
H 1.521 2.303 0.427
H -0.940 -3.757 0.425
H -2.021 -0.001 -1.277
*
```

Atom charges from the Löwdin analysis, given in e for atoms 1 to 4: number 1, O, carries 0.18; number 2, N, carries 0.20; number 3, N, carries 0.05; number 4, C, carries 0.27

3.
Here is a single C3H5NO molecule in a non-equilibrium geometry from OMol25. Energies are from ωB97M-V with the def2-TZVPD basis set.

Properties
LUMO level = 0.8 eV
SMILES string = COCC#N
relative energy (zero: lowest compared OMol25 entry of this formula, charge and spin) = 1.127 eV
electronic energy = -6728.445 eV
gap between HOMO and LUMO = 11.69 eV

Geometry as ORCA input:
```
! RIJCOSX wB97M-V def2-TZVPD def2/J DEFGRID3
* xyz 0 1
O 0.734 -0.171 0.703
N -1.103 -1.271 -1.991
C -0.480 0.334 1.229
C 0.839 -0.055 -0.683
C -0.240 -0.753 -1.422
H -0.285 0.619 2.265
H -0.824 1.217 0.673
H -1.269 -0.428 1.201
H 0.829 0.999 -1.004
H 1.800 -0.491 -0.971
*
```

Atom charges from the Löwdin analysis, given in e for atoms 1 to 4: number 1, O, carries -0.18; number 2, N, carries 0.15; number 3, C, carries -0.10; number 4, C, carries -0.23

4.
Here is a 2-piece molecular cluster, C4H7NO overall in a non-equilibrium geometry from OMol25. Energies are from ωB97M-V with the def2-TZVPD basis set.

Properties
LUMO level = 0.9 eV
relative energy (zero: lowest compared OMol25 entry of this formula, charge and spin) = 6.726 eV
electronic energy = -7792.918 eV
gap between HOMO and LUMO = 9.80 eV

Geometry as ORCA input:
```
! RIJCOSX wB97M-V def2-TZVPD def2/J DEFGRID3
* xyz 0 1
O -1.869 -0.392 -1.078
N -1.670 -0.763 0.285
C 0.435 1.223 -0.271
C -1.545 0.541 -0.165
C 1.367 -0.854 0.584
C 1.054 -0.104 -0.517
H -0.709 -1.345 0.432
H 0.550 1.385 0.816
H 1.804 -1.882 0.735
H 1.068 -0.411 1.466
H 0.652 1.946 -1.065
H -2.148 1.200 0.298
H 1.012 -0.543 -1.520
*
```

Atom charges from the Löwdin analysis, given in e for atoms 1 to 4: number 1, O, carries -0.03; number 2, N, carries 0.01; number 3, C, carries -0.02; number 4, C, carries -0.24

5.
Here is a 2-piece molecular cluster, C2H9N2S overall in a non-equilibrium geometry from OMol25. Energies are from ωB97M-V with the def2-TZVPD basis set.

Properties
LUMO level (alpha / beta) = 6.7 / 6.7 eV
relative energy (zero: lowest compared OMol25 entry of this formula, charge and spin) = 0.682 eV
<S²> = 0.750
electronic energy = -16031.137 eV
gap between HOMO and LUMO (alpha / beta) = 2.68 / 6.45 eV

Geometry as ORCA input:
```
! RIJCOSX wB97M-V def2-TZVPD def2/J DEFGRID3
* xyz -2 2
S -0.627 1.275 -1.726
N -0.310 -0.910 3.343
N 0.614 -1.313 1.006
C 0.702 -1.562 2.433
C 0.197 1.260 -3.348
H 0.754 -2.661 2.489
H -1.196 -1.394 3.474
H 0.654 0.270 -3.393
H 0.917 -0.359 0.769
H -0.555 1.482 -4.048
H 1.715 -1.197 2.806
H -0.453 0.138 3.514
H -0.280 -1.356 0.467
H 0.956 2.052 -3.413
*
```

Atom charges from the Löwdin analysis, given in e for atoms 1 to 4: number 1, S, carries -0.13; number 2, N, carries -0.20; number 3, N, carries -0.07; number 4, C, carries -0.67

6.
Here is an isolated ion of composition C4H10NS and charge -1 in a non-equilibrium geometry from OMol25. Energies are from ωB97M-V with the def2-TZVPD basis set.

Properties
LUMO level = 3.8 eV
SMILES string = CN[C@H](C)C[S-]
relative energy (zero: lowest compared OMol25 entry of this formula, charge and spin) = 0.554 eV
electronic energy = -16635.557 eV
gap between HOMO and LUMO = 6.04 eV

Geometry as ORCA input:
```
! RIJCOSX wB97M-V def2-TZVPD def2/J DEFGRID3
* xyz -1 1
S -1.016 2.630 -1.152
N 0.190 -0.715 1.040
C -1.401 -0.547 -0.855
C 1.665 -0.649 0.891
C -0.671 0.207 0.278
C 0.066 1.393 -0.382
H -1.406 0.622 0.972
H 0.778 1.896 0.279
H -0.621 -1.081 -1.399
H 2.023 -1.672 0.901
H 0.659 0.932 -1.181
H 1.831 -0.336 -0.139
H -0.057 -1.683 0.917
H 2.084 0.066 1.587
H -2.094 -1.252 -0.406
H -2.029 0.189 -1.350
*
```

Atom charges from the Löwdin analysis, given in e for atoms 1 to 4: number 1, S, carries 0.10; number 2, N, carries -0.11; number 3, C, carries -0.12; number 4, C, carries -0.14